(1)
21
Properties=species:S:1:pos:R:3:forces:R:3 method="wB97M-V/def2-TZVPD" charge=0 homo_lumo_gap_ev=8.42 de_lowest_ev=0.000 lumo_energy_ev=-0.19 spin_multiplicity=1 smiles="Cln1ccnc1.C/C=C/O.Cl" homo_ev=-8.61
Cl -4.055 -0.455 0.504 0.970 -0.800 0.151
Cl 1.688 -3.023 1.163 -1.176 0.523 -0.814
O -1.379 1.742 1.690 -1.097 0.657 1.301
N -0.727 -2.263 -0.419 0.241 0.350 0.668
N -2.596 -1.165 -0.066 0.898 1.883 -2.026
C -1.729 -2.097 0.419 -0.934 -0.014 0.111
C -0.434 1.046 1.057 0.244 1.530 -1.388
C 1.617 0.811 -0.328 -0.375 -1.374 1.872
C 0.519 1.618 0.340 1.907 0.512 -0.345
C -1.973 -0.603 -1.236 -1.216 0.533 -0.774
C -0.850 -1.340 -1.451 -1.005 -0.423 0.563
H 2.355 1.364 -0.858 0.339 0.621 -0.419
H -1.912 -2.597 1.379 0.305 0.132 -0.657
H -2.407 0.254 -1.888 0.573 -1.859 1.670
H -0.722 0.048 1.038 0.310 -1.797 0.009
H 2.134 0.231 0.483 -0.091 0.497 -0.775
H 0.523 -2.610 0.319 1.034 -0.706 0.534
H -0.215 -1.370 -2.328 0.075 0.207 0.420
H 1.203 0.036 -0.957 -0.048 -0.065 -0.434
H -1.012 2.609 1.856 -0.192 0.529 0.110
H 0.734 2.718 0.348 -0.761 -0.936 0.223

***

(2)
65
Properties=species:S:1:pos:R:3:forces:R:3 method="wB97M-V/def2-TZVPD" charge=+2 homo_lumo_gap_ev=7.28 de_lowest_ev=0.082 lumo_energy_ev=-8.12 spin_multiplicity=1 homo_ev=-15.39
Ce -14.518 -12.652 -0.776 -0.580 -1.444 1.236
S -12.928 -10.564 -2.451 0.370 -3.055 0.930
S -17.264 -12.564 -0.562 -0.200 -0.303 0.641
O -14.248 -11.121 3.478 -1.219 0.495 -1.014
O -13.251 -16.728 -0.256 0.131 -0.013 -0.674
O -14.295 -14.791 -0.854 0.463 0.635 -0.624
O -15.063 -11.550 1.407 -0.200 1.048 -0.378
O -13.393 -9.348 -2.974 0.001 0.699 -0.187
O -13.756 -11.818 -2.836 0.415 1.522 0.236
O -12.285 -12.547 0.332 0.702 -0.591 0.494
N -14.281 -13.934 1.463 0.836 -1.230 -0.129
N -18.059 -14.615 -2.111 -1.089 -1.870 2.180
N -16.440 -13.186 -2.927 0.233 1.489 -0.114
N -12.972 -10.817 -0.788 -0.153 1.032 -1.433
C -13.669 -15.952 2.589 0.344 -0.339 -2.125
C -16.336 -11.700 -4.958 -0.597 -2.580 0.421
C -16.953 -12.721 -5.970 0.903 -0.419 -0.513
C -9.619 -12.319 -1.406 -0.059 -0.473 1.263
C -11.221 -11.093 -2.661 -2.458 0.894 0.376
C -16.928 -11.853 -3.579 -0.669 -0.767 -0.250
C -13.760 -15.389 3.803 -0.646 1.959 1.162
C -13.880 -15.214 1.413 -0.929 1.902 0.648
C -14.097 -14.013 3.818 0.201 -0.757 1.328
C -14.618 -11.905 2.489 0.967 -0.653 0.434
C -9.224 -11.393 -3.640 1.287 -0.403 -0.125
C -10.506 -10.948 -3.811 -0.193 1.019 -0.429
C -18.415 -12.438 -6.281 -0.716 0.472 -1.305
C -21.305 -14.882 -2.604 0.214 -0.761 0.681
C -17.296 -13.601 -1.919 0.782 1.364 -0.867
C -20.711 -15.634 -3.784 -0.238 0.582 -0.864
C -10.866 -11.731 -1.476 0.343 0.472 -0.548
C -19.352 -16.290 -3.590 0.414 -0.417 -0.841
C -13.740 -15.674 -0.003 -0.540 -0.661 0.614
C -14.298 -13.337 2.653 -0.560 -0.035 -0.217
C -11.959 -11.686 -0.500 -1.157 -0.122 -0.497
C -18.078 -15.443 -3.314 -0.555 -0.424 -1.024
C -8.794 -12.091 -2.480 0.421 0.306 -1.731
H -17.221 -16.119 -3.410 0.022 0.052 0.725
H -16.340 -12.667 -6.898 -0.450 -0.243 0.561
H -8.543 -11.148 -4.454 0.227 -0.505 0.352
H -16.923 -13.775 -5.619 0.468 0.463 -0.139
H -14.569 -10.225 3.221 0.422 -0.161 0.513
H -19.520 -17.023 -2.825 0.472 -0.513 0.747
H -20.619 -14.090 -2.333 0.029 0.447 0.255
H -21.369 -15.581 -1.741 -0.247 0.538 -0.307
H -7.784 -12.460 -2.551 0.167 -0.125 0.469
H -21.397 -16.412 -4.126 0.058 0.021 0.078
H -19.094 -16.917 -4.513 -0.310 0.984 1.151
H -17.901 -14.725 -4.103 -0.499 0.074 -0.565
H -16.243 -13.866 -3.658 -0.133 0.073 0.132
H -16.692 -10.798 -5.306 -0.420 2.410 -0.699
H -20.640 -14.927 -4.602 -0.008 0.172 -0.461
H -18.574 -14.920 -1.254 0.356 0.133 -1.184
H -10.837 -10.386 -4.726 0.228 -0.777 1.163
H -9.352 -12.888 -0.490 0.109 0.478 -0.899
H -22.289 -14.423 -2.801 0.455 -0.413 0.002
H -18.987 -12.353 -5.376 -0.419 0.128 0.500
H -16.709 -10.974 -3.003 0.513 0.017 0.776
H -18.042 -11.862 -3.645 0.748 -0.334 0.168
H -13.425 -16.961 2.449 0.423 -1.399 -0.069
H -14.256 -13.547 4.780 0.215 0.343 -0.058
H -18.564 -11.498 -6.859 0.291 -0.390 0.531
H -15.257 -11.661 -4.851 0.147 -0.262 -0.486
H -13.612 -15.905 4.756 -0.046 -0.007 -0.529
H -18.964 -13.190 -6.901 0.909 0.223 0.514

***

(3)
7
Properties=species:S:1:pos:R:3:forces:R:3 method="wB97M-V/def2-TZVPD" charge=0 homo_lumo_gap_ev=10.09 de_lowest_ev=0.154 lumo_energy_ev=0.41 spin_multiplicity=1 smiles="N=C=S.O=C=O" homo_ev=-9.68
S 1.110 -1.936 0.761 0.656 -1.120 -0.491
O 0.340 1.630 -2.252 -0.828 -1.500 0.497
O -0.460 -0.461 -1.620 -0.556 -0.578 0.096
N -0.323 0.093 1.905 2.108 -3.569 -0.065
C -0.091 0.580 -1.934 1.298 2.152 -0.741
C 0.251 -0.791 1.331 -0.935 1.976 1.194
H -0.827 0.885 1.808 -1.743 2.639 -0.491

***

(4)
7
Properties=species:S:1:pos:R:3:forces:R:3 method="wB97M-V/def2-TZVPD" charge=0 homo_lumo_gap_ev=11.46 de_lowest_ev=4.114 lumo_energy_ev=0.99 spin_multiplicity=1 homo_ev=-10.46
O -0.024 -0.619 0.838 1.769 0.837 2.101
O -0.633 -1.260 -0.251 -0.634 -1.675 -2.236
O 2.660 1.485 -0.790 -0.021 -0.294 -0.070
C 2.673 0.397 -1.085 0.003 0.278 0.077
C -1.251 -0.235 0.394 -1.445 0.987 0.246
H -2.112 -0.489 1.022 0.243 -0.018 -0.113
H -1.313 0.721 -0.128 0.085 -0.115 -0.006

***

(5)
9
Properties=species:S:1:pos:R:3:forces:R:3 method="wB97M-V/def2-TZVPD" charge=0 homo_lumo_gap_ev=9.21 de_lowest_ev=2.589 lumo_energy_ev=-0.06 spin_multiplicity=1 homo_ev=-9.27
O 0.658 -1.998 1.052 2.226 -3.939 1.030
O 0.087 1.520 -0.723 0.621 4.498 -3.456
O -0.356 -0.140 0.538 -3.777 0.233 1.387
H 0.710 2.145 -1.093 0.508 0.203 0.046
H -0.063 0.545 -0.062 0.968 -0.689 0.791
H -1.312 -0.106 0.492 -0.290 -0.239 0.387
H 0.208 -1.153 1.031 0.053 -0.042 0.187
H 0.680 -2.280 0.137 0.016 -0.092 -0.019
H -0.614 1.466 -1.373 -0.324 0.065 -0.355

***

(6)
72
Properties=species:S:1:pos:R:3:forces:R:3 method="wB97M-V/def2-TZVPD" charge=+3 homo_lumo_gap_ev="4.77 / 6.28" lumo_energy_ev="-11.12 / -9.61" spin_multiplicity=4 homo_ev="-15.89 / -15.89"
Cr 0.263 -0.134 0.091 -0.509 2.310 0.356
S -0.974 -1.283 -2.641 0.644 0.124 -0.050
S 2.239 1.299 -0.616 -0.067 -0.825 -0.468
P 1.915 -1.448 1.160 1.374 -0.941 0.593
P -0.467 1.326 2.112 -0.068 -0.480 0.941
P -1.436 -1.677 0.900 -0.679 -1.246 0.230
N 3.494 2.735 1.396 -0.857 -0.017 -0.230
N 2.642 3.981 -0.171 -0.362 -0.961 0.702
C -2.785 -1.100 -4.835 0.356 0.337 0.626
C 1.637 -2.797 2.363 -0.284 0.041 0.114
C 3.146 4.832 0.796 0.147 -0.523 0.147
C 0.156 0.640 3.698 -0.033 -0.104 -0.039
C -3.334 -3.025 -6.203 0.346 0.062 0.109
C -3.563 -1.697 -5.834 0.182 0.003 0.029
C -1.475 -3.106 -4.649 0.357 0.066 0.504
C -1.663 -2.126 2.664 0.096 0.190 0.108
C 0.056 3.051 2.330 0.401 0.441 -0.411
C -0.758 1.601 -1.865 -0.688 1.640 0.292
C -0.960 2.147 -0.636 -0.174 0.017 -0.931
C -1.749 -1.805 -4.186 -0.787 -1.009 -1.203
C -2.250 -3.710 -5.643 -0.031 0.111 -0.164
C -1.095 -3.362 0.224 0.329 0.315 -0.119
C -2.278 1.469 2.405 -0.108 -0.122 -0.322
C 2.865 -2.310 -0.135 -0.213 0.101 -0.259
C 1.952 4.433 -1.373 -0.071 0.026 -0.261
C 3.226 -0.533 2.027 0.188 0.314 0.111
C 3.678 4.057 1.774 0.040 -0.228 -0.150
C -3.157 -1.363 0.383 -0.004 0.291 -0.140
C 2.769 2.681 0.233 0.808 1.372 0.849
H 0.189 1.817 -2.399 -0.744 -0.479 0.322
H 0.138 -0.514 -2.935 -0.706 -0.594 -0.493
H 2.810 0.217 2.705 0.116 -0.143 -0.076
H 2.180 -2.815 -0.825 0.250 -0.027 0.031
H 0.095 3.612 1.398 -0.007 0.042 0.141
H 1.253 0.622 3.696 -0.385 0.049 0.093
H -0.156 -3.397 -0.336 -0.152 -0.144 0.078
H 2.629 -3.160 2.661 -0.254 0.015 -0.174
H -1.905 -3.590 -0.461 0.039 -0.157 -0.152
H 3.512 -3.052 0.351 -0.135 0.158 -0.150
H -1.956 2.159 -0.182 0.354 -0.020 -0.377
H -0.634 -3.626 -4.187 -0.292 -0.108 -0.245
H 1.138 -2.427 3.266 0.214 -0.128 -0.200
H -1.648 1.289 -2.419 0.694 -0.364 0.177
H -0.740 -2.522 3.099 -0.388 0.175 -0.075
H 3.884 -0.054 1.295 -0.145 -0.184 0.111
H 2.125 3.721 -2.181 0.022 0.146 0.080
H -3.571 -2.313 0.033 -0.060 0.158 0.092
H -3.971 -3.519 -6.946 0.338 0.297 0.302
H -2.443 2.362 3.018 0.019 -0.201 -0.091
H 3.055 5.904 0.720 0.165 -0.071 -0.086
H -2.699 0.612 2.937 0.181 0.103 -0.108
H -3.750 -1.005 1.229 0.080 0.004 -0.165
H 0.883 4.532 -1.186 0.005 -0.005 -0.010
H 1.066 -3.623 1.923 0.130 0.185 0.164
H 3.479 -1.590 -0.688 -0.146 -0.172 0.042
H 4.168 4.320 2.696 0.064 0.038 -0.061
H -2.955 -0.070 -4.533 -0.237 -0.116 -0.146
H -2.005 -4.711 -6.020 -0.059 0.439 0.403
H -4.341 -1.129 -6.355 0.317 -0.142 0.427
H -3.201 -0.646 -0.440 -0.074 -0.068 0.065
H -2.051 -1.299 3.265 0.104 -0.249 -0.080
H -2.822 1.591 1.464 -0.001 -0.018 0.286
H -0.647 3.565 2.991 0.063 -0.191 -0.006
H 3.809 -1.241 2.625 -0.054 0.102 -0.107
H -0.222 -0.369 3.898 0.143 0.324 -0.068
H 3.742 1.910 1.956 -0.093 0.782 -0.582
H -0.245 2.874 -0.259 0.071 -0.651 0.106
H -2.402 -2.934 2.675 0.017 0.132 -0.043
H -1.091 -4.096 1.036 0.034 0.131 -0.162
H 2.341 5.411 -1.648 0.055 -0.094 -0.043
H -0.179 1.310 4.503 0.079 -0.190 -0.167
H 1.043 3.095 2.789 0.043 -0.072 -0.016

***

(7)
6
Properties=species:S:1:pos:R:3:forces:R:3 method="wB97M-V/def2-TZVPD" charge=-1 homo_lumo_gap_ev=6.39 de_lowest_ev=1.132 lumo_energy_ev=3.99 spin_multiplicity=1 homo_ev=-2.40
O -2.167 1.802 1.532 -0.816 0.210 1.164
O 2.924 0.826 -0.681 -2.176 -1.819 0.068
C -1.368 1.261 0.809 -1.043 0.842 0.347
C -0.541 0.917 -0.021 2.987 -2.732 -3.335
C 2.072 0.044 -0.685 2.647 1.736 -0.090
H -0.068 0.152 -0.737 -1.599 1.763 1.846

***

(8)
81
Properties=species:S:1:pos:R:3:forces:R:3 method="wB97M-V/def2-TZVPD" charge=0 homo_lumo_gap_ev=9.03 de_lowest_ev=0.000 lumo_energy_ev=0.67 spin_multiplicity=1 homo_ev=-8.36
Cd 4.378 -7.331 0.832 -1.451 2.112 -0.907
F 5.248 -9.118 -4.673 -0.278 0.151 1.453
F 5.799 -7.021 5.110 -0.411 -0.242 -0.133
F 4.827 -5.273 5.934 0.874 0.689 -0.823
F 6.615 -9.002 -3.020 0.655 0.152 0.301
F -0.003 -8.334 0.791 -0.995 -0.519 1.082
F 0.850 -9.345 -0.905 -0.570 -0.096 -0.144
F -0.914 -8.115 -1.159 -1.662 -0.039 -0.709
F 4.844 -10.268 -2.790 0.805 0.302 -0.907
F 3.631 -6.942 5.688 0.970 -0.512 -1.591
O 5.780 -5.477 -0.086 0.552 0.676 -0.788
O 3.128 -8.118 -2.951 -0.384 -0.183 -0.880
O -0.533 -3.718 2.895 0.284 2.738 -1.861
O 0.570 -3.246 0.908 -0.766 -2.435 2.526
O 4.351 -9.408 1.351 3.075 -1.678 2.459
O 3.697 -6.760 2.702 1.522 1.625 3.513
O 0.597 -6.008 -1.306 -0.932 -4.130 0.663
O 4.642 -7.882 -1.189 0.124 -1.092 -4.689
O 0.661 -5.298 2.021 0.276 0.907 -2.907
O 5.436 -5.207 2.927 0.191 -1.611 1.288
O 2.266 -7.025 -0.080 -3.641 -0.125 -1.807
O 6.441 -7.760 1.010 0.909 -0.927 0.068
C 1.172 -8.339 -4.256 -0.634 -0.569 0.431
C 1.166 -7.051 -0.646 2.186 2.551 0.506
C 5.331 -9.071 -3.286 -1.773 -2.017 0.646
C 5.681 -3.866 3.187 0.422 2.559 -1.329
C 0.182 -8.246 -0.512 3.516 0.562 0.256
C 4.485 -7.974 -2.614 0.932 1.123 2.254
C 0.286 -4.015 1.824 -0.375 0.943 -0.298
C 2.578 -7.818 -4.258 -0.737 0.157 0.724
C 4.682 -6.295 5.050 -1.570 0.242 0.985
C -0.350 -4.578 3.952 -1.925 -2.330 1.285
C -1.731 -4.718 4.698 0.763 1.166 0.213
C 1.260 -4.899 -1.745 2.657 2.468 1.398
C 4.327 -5.801 3.600 -1.952 -0.875 -3.355
C 3.390 -10.256 0.847 -0.437 -0.468 -0.664
C 7.146 -5.789 -0.151 -0.325 -0.966 0.273
C 0.173 -5.810 3.219 1.684 -0.447 2.035
C 5.433 -4.653 -1.174 -1.689 0.177 0.246
C 0.357 -3.989 -2.500 -0.913 -0.044 -0.652
C 7.404 -6.743 0.960 2.126 -0.469 0.629
C 7.178 -3.568 3.328 -0.773 -0.924 0.868
C 5.676 -9.999 1.604 -0.597 0.343 -1.970
C 6.585 -8.841 1.941 0.096 0.628 0.857
H 0.712 -8.039 -5.198 -0.202 -0.204 -0.006
H 7.686 -3.151 2.459 -0.099 -0.065 0.171
H 1.181 -9.424 -4.146 -0.017 -0.108 -0.327
H 7.605 -6.230 1.901 -0.614 -0.195 0.317
H 7.478 -6.330 -1.037 -0.796 0.181 -0.736
H 7.543 -4.558 3.602 0.780 0.146 -0.079
H 5.715 -10.797 2.346 -0.477 0.419 0.609
H -0.460 -6.694 3.151 -0.219 0.313 -0.504
H 5.971 -10.517 0.691 0.075 0.226 -0.436
H 1.674 -4.389 -0.876 -0.274 0.235 0.347
H 2.559 -9.550 0.835 -0.590 -0.979 -0.567
H 3.733 -10.639 -0.113 -0.480 0.345 -0.536
H 3.623 -4.969 3.617 -0.425 0.021 1.155
H -1.703 -5.002 5.750 0.601 -0.723 -0.156
H 7.643 -9.087 2.035 -0.055 -0.379 -0.074
H 6.207 -8.512 2.909 0.308 0.431 0.283
H 0.546 -8.000 -3.431 0.122 0.434 -0.015
H 7.822 -4.938 -0.066 -0.174 0.411 0.219
H 4.363 -4.452 -1.112 -0.110 0.293 0.590
H 5.216 -3.320 4.007 -0.588 -1.234 0.650
H 3.219 -11.155 1.439 -0.204 0.215 0.618
H -0.538 -4.546 -2.780 0.169 -0.247 -0.609
H 0.420 -4.271 4.659 -0.081 0.600 -0.054
H 2.971 -8.279 -5.164 1.173 -0.009 0.452
H 5.290 -3.288 2.349 -0.107 0.008 -0.513
H 7.231 -2.960 4.231 0.747 0.318 -0.320
H 8.344 -7.195 0.643 0.425 -0.310 0.394
H 2.199 -5.066 -2.274 -0.276 -1.034 -0.584
H 5.426 -5.157 -2.140 1.135 -0.063 -0.117
H -2.532 -5.264 4.199 0.392 -0.075 -0.294
H 4.967 -7.146 -3.133 -0.430 1.301 -0.029
H 1.119 -6.065 3.697 -0.297 -0.894 0.419
H 0.923 -3.669 -3.374 -0.553 0.361 -0.117
H 2.468 -6.745 -4.421 0.708 0.341 0.114
H 5.965 -3.708 -1.061 0.173 0.007 -0.665
H -2.059 -3.688 4.839 -0.272 0.197 -0.443
H -0.098 -3.158 -1.961 0.699 0.144 0.299